Here is the molecule C6H9N from the Open Molecules 2025 dataset. Energies are from wB97M-V/def2-TZVPD.

ORCA input file:
```
! RIJCOSX wB97M-V def2-TZVPD def2/J DEFGRID3
* xyz 0 1
H 2.87 0.06 2.86
C -1.43 -0.38 -0.50
H 2.30 1.66 2.35
N -2.28 -0.61 -1.66
H -1.90 -0.36 0.48
H -3.26 -0.67 -1.39
C -1.76 0.73 -1.41
H -1.02 1.08 -2.13
H 0.28 -1.04 -1.59
H -2.44 1.51 -1.05
C 1.70 0.08 1.09
C 2.67 0.70 1.99
C 0.90 -0.44 0.35
H 3.62 0.88 1.48
C -0.08 -1.06 -0.55
H -0.20 -2.12 -0.29
*
```

Calculated values
E (eV): -7855.361
SMILES string: CC#CC[C@H]1CN1
HOMO level (eV): -9.388
Kohn-Sham gap (eV): 10.42

=====

Here is a cluster of 2 separate species, C3H8BrO3P in total at a distorted geometry from the Open Molecules 2025 dataset. Energies are from wB97M-V/def2-TZVPD.

ORCA input file:
```
! RIJCOSX wB97M-V def2-TZVPD def2/J DEFGRID3
* xyz 0 1
O -0.16 1.17 0.44
C -1.40 0.96 0.91
Br 4.65 -0.51 -0.85
H -2.10 0.04 2.33
H -3.48 1.24 0.53
O 2.27 0.96 -1.71
O -1.27 0.25 2.04
H 1.59 -1.89 0.07
P 2.50 0.09 -0.36
C 1.55 -1.32 -0.85
C -2.52 1.36 0.27
H 0.38 -1.12 -0.89
H 0.49 0.73 0.97
H -2.45 2.06 -0.65
H 2.27 1.91 -1.67
H 1.86 -1.90 -1.66
*
```

Calculated values
E (eV): -88714.163
SMILES string: C=C(O)O.CP(O)Br
HOMO level (eV): -8.853
Kohn-Sham gap (eV): 9.42

=====

Here is the molecule C2H3N3O from the Open Molecules 2025 dataset. Energies are from wB97M-V/def2-TZVPD.

ORCA input file:
```
! RIJCOSX wB97M-V def2-TZVPD def2/J DEFGRID3
* xyz 0 1
H 2.98 -0.07 -0.07
N -1.54 0.88 0.28
C -1.23 -0.33 -0.03
H -2.46 0.93 0.73
O 2.25 -0.71 -0.18
C 1.10 -0.04 -0.19
H -1.93 -1.16 0.02
N -0.03 -0.70 -0.52
N 0.87 1.19 -0.04
*
```

Calculated values
E (eV): -8636.170
HOMO level (alpha / beta) (eV): -9.935 / -9.749
Kohn-Sham gap (alpha / beta) (eV): 8.67 / 7.53

=====

Here is a cluster of 15 separate species, CH29O17 in total at a distorted geometry from the Open Molecules 2025 dataset. Energies are from wB97M-V/def2-TZVPD.

ORCA input file:
```
! RIJCOSX wB97M-V def2-TZVPD def2/J DEFGRID3
* xyz -1 1
H -3.27 -1.82 0.53
H -1.98 0.88 2.65
H 1.44 0.34 -3.35
O 1.89 -2.57 -0.49
H -0.82 4.03 -1.02
O -2.73 -1.66 -0.26
H -0.77 0.95 -4.52
H 0.47 -2.43 2.21
H -1.14 -2.44 0.10
O -1.59 0.80 -0.56
O -1.74 3.77 -1.11
O 0.49 -2.18 3.14
O 2.80 1.15 -1.02
H 0.97 -2.70 -0.24
H 0.35 2.23 1.34
H -0.77 -3.91 0.28
H 2.74 0.49 -4.14
O -4.05 0.82 0.38
O -1.51 0.08 2.72
C -0.36 0.63 -0.61
H 3.08 0.50 -0.37
H 1.13 0.91 2.74
H 1.93 0.49 4.07
H 4.15 -0.65 1.59
O 2.09 -0.13 -3.87
H -0.54 0.00 1.16
H -1.97 -0.45 3.38
H -3.16 0.87 0.10
O -0.23 -1.72 -2.72
H -4.51 0.90 -0.50
O 0.20 2.66 2.19
H 0.45 -2.22 -3.08
O 0.27 0.71 -1.64
O -0.49 -3.06 0.48
H 2.74 -0.19 1.87
H 0.54 3.54 2.13
H -1.72 2.83 -1.02
O 0.15 0.10 0.51
H 2.15 -1.79 0.01
H 0.82 -1.29 3.08
H 0.18 -0.91 -2.44
O 1.66 0.24 3.18
H -0.69 1.14 -3.06
H 1.82 1.20 -1.00
O 3.24 -0.78 1.26
H -2.57 -0.71 -0.25
O -1.19 1.40 -3.83
*
```

Calculated values
E (eV): -36319.593
HOMO level (eV): -6.696
Kohn-Sham gap (eV): 8.93

=====

Energy relative to the best compared isomer or geometry (same formula, charge and spin) values (in kcal/mol) by entry order: 64.54, 27.87, 99.72, 1.97.